[1]
ORCA calculation (ωB97M-V with the def2-TZVPD basis set) on C41H39FIrN4O3PSi as an isolated structure in a non-equilibrium geometry.

## Properties
- 2S+1: 1
- Maximum force: 1.56 eV/Å
- DFT total energy: -2865.6337 Ha

Element x y z (Å)
Ir -0.42146 -1.16402 -1.65060
C -4.45183 1.11219 4.37111
C -3.92780 2.21621 3.46321
C -5.00343 3.25915 3.18204
C -4.39027 4.42291 2.41850
C -3.68584 3.91190 1.18850
C -3.48682 4.75385 0.11131
C -2.88250 4.27523 -1.04144
F -2.70466 5.11800 -2.07009
C -2.47868 2.97470 -1.15802
C -2.66154 2.10551 -0.07589
C -2.21238 0.73051 -0.19891
O -1.73303 0.38198 -1.31777
C -2.38585 -0.08578 0.94966
C -2.96623 0.44730 2.06721
N -3.41430 1.70460 2.17932
C -3.25888 2.57663 1.10849
C -1.94510 -1.53239 1.09503
O -2.10421 -2.06149 2.19370
O -1.41203 -2.10760 0.08215
H -4.92091 1.57374 5.23847
H -3.65644 0.46175 4.73209
H -5.19797 0.50624 3.85477
H -3.09608 2.72124 3.96953
H -5.43185 3.59986 4.12396
H -5.80256 2.80247 2.59151
H -3.68056 4.95071 3.06289
H -5.15537 5.14286 2.12670
H -3.81266 5.78489 0.16113
H -2.01865 2.60356 -2.06312
H -3.06772 -0.21443 2.91365
N 3.47584 -7.36174 -2.71205
C 2.86730 -6.40255 -2.54126
C 2.12465 -5.20791 -2.34499
C 2.73986 -3.95672 -2.43329
C 1.98683 -2.81942 -2.27213
N 0.67068 -2.84820 -2.01788
C 0.07785 -4.04560 -1.91620
C 0.75470 -5.23022 -2.07383
H 3.80129 -3.88327 -2.62210
H 2.42689 -1.83207 -2.33009
H -0.97884 -4.03281 -1.68295
H 0.23549 -6.17332 -1.97984
N 1.28416 -0.13348 -1.15981
P 1.99946 -0.19006 0.22101
C 1.09537 0.63273 1.58219
C 0.84410 0.08584 2.83494
C 0.12499 0.81506 3.77433
C -0.32226 2.09184 3.47292
C -0.06107 2.64856 2.22571
C 0.63483 1.91597 1.27961
C 2.47826 -1.84774 0.82189
C 3.79417 -2.29767 0.73820
C 4.10097 -3.61448 1.05176
C 3.09900 -4.48886 1.44763
C 1.78673 -4.04357 1.53757
C 1.47355 -2.72877 1.22533
C 3.53446 0.77468 0.09439
C 4.36262 1.01546 1.18603
C 5.51683 1.76510 1.01995
C 5.83947 2.28010 -0.22869
C 5.00492 2.05319 -1.31473
C 3.85087 1.30005 -1.15320
H 1.20572 -0.90304 3.08370
H -0.07720 0.38588 4.74762
H -0.87124 2.65733 4.21802
H -0.39324 3.65503 1.99581
H 0.83659 2.32533 0.29529
H 4.57705 -1.61978 0.42041
H 5.12534 -3.96103 0.98849
H 3.33927 -5.51989 1.67709
H 0.99973 -4.72019 1.84784
H 0.44074 -2.40156 1.27624
H 4.10329 0.61914 2.16193
H 6.17052 1.95061 1.86302
H 6.74458 2.86115 -0.35419
H 5.25579 2.46262 -2.28498
H 3.16974 1.10851 -1.97417
C 0.37163 0.95158 -4.28850
Si -0.57510 -0.67707 -3.98370
C -2.37564 -0.44254 -4.54443
C 0.18685 -1.96401 -5.16616
H 0.29689 1.25981 -5.33758
H 1.42656 0.82921 -4.03874
H -0.02024 1.75723 -3.66445
H -2.37997 -0.10212 -5.58283
H -2.88965 0.30220 -3.93453
H -2.94837 -1.37140 -4.49203
H 0.08252 -1.60077 -6.19178
H -0.30848 -2.93682 -5.10560
H 1.25000 -2.11782 -4.97123

Cartesian forces (eV/Å) of the 2 atoms listed first:
-0.3 -0.6 -0.6
0.1 0.0 -0.1

***

[2]
ORCA calculation (ωB97M-V with the def2-TZVPD basis set) on a 2-piece molecular cluster, C20H27N3O4S overall.

## Properties
- 2S+1: 1
- SMILES: CNCc1c(S(C)(=O)=O)ccc2c1C(=O)C=C(CCCN)C2=O.CCCC#N
- Maximum force: 0.41 eV/Å
- DFT total energy: -1641.6689 Ha

Element x y z (Å)
C 1.27712 -4.60634 3.20458
N 0.14847 -3.79827 2.74114
C 0.09191 -2.47383 3.36117
C -0.36566 -1.42079 2.37393
C -1.64166 -0.83934 2.46058
S -2.72921 -1.24596 3.82751
C -4.02599 -0.04074 3.76807
O -2.04541 -1.02152 5.07582
O -3.28417 -2.54461 3.54289
C -2.14850 -0.01515 1.45752
C -1.36026 0.31616 0.37115
C -0.05760 -0.14907 0.33144
C 0.43549 -1.01524 1.30922
C 1.87801 -1.39533 1.15981
O 2.36201 -2.43111 1.54787
C 2.74365 -0.39176 0.47241
C 2.27131 0.41694 -0.48033
C 3.07965 1.41543 -1.24362
C 2.78144 2.84367 -0.76682
C 3.49564 3.18943 0.53702
N 2.74054 4.20233 1.27664
C 0.81846 0.31838 -0.78282
O 0.35213 0.63661 -1.85551
H 2.20489 -4.08414 2.98814
H 1.23288 -4.82479 4.27815
H 1.29602 -5.54513 2.65411
H -0.69721 -4.28538 3.00908
H -0.58907 -2.49062 4.20452
H 1.05919 -2.18267 3.77541
H -3.63045 0.92774 3.47784
H -4.80919 -0.36755 3.09171
H -4.38702 0.03071 4.79017
H -3.15676 0.36343 1.49394
H -1.74403 0.94645 -0.41784
H 3.79266 -0.41526 0.73847
H 4.13816 1.18077 -1.11788
H 2.85520 1.32489 -2.30588
H 1.70662 2.94713 -0.59597
H 3.03758 3.56084 -1.54486
H 3.63857 2.26771 1.11545
H 4.48564 3.59350 0.32778
H 3.29041 4.56104 2.04722
H 1.91503 3.78545 1.69064
C -2.28380 0.39860 -6.93710
C -1.33748 1.17126 -6.02612
C -1.34709 0.65933 -4.58207
C -2.64599 0.83542 -3.93499
N -3.66152 0.98480 -3.42057
H -3.31875 0.49887 -6.60721
H -2.22277 0.76790 -7.96069
H -2.03446 -0.66410 -6.94878
H -1.59844 2.23105 -6.03523
H -0.31616 1.09258 -6.40253
H -0.60295 1.18059 -3.98116
H -1.08703 -0.40034 -4.55339

Cartesian forces (eV/Å) of the 2 atoms listed first:
0.0 0.1 0.0
0.1 -0.1 0.1

***

[3]
ORCA calculation (ωB97M-V with the def2-TZVPD basis set) on a 2-piece molecular cluster, CH8N2 overall in a non-equilibrium geometry.

## Properties
- 2S+1: 1
- SMILES: CN.N
- Maximum force: 4.83 eV/Å
- DFT total energy: -152.3430 Ha

Element x y z (Å)
C -1.96051 0.48227 -0.15625
N -1.10602 -0.25970 0.74284
H -2.82724 0.87713 0.40706
H -1.55182 1.45440 -0.74641
H -2.33612 -0.21206 -1.06366
H -0.33816 -0.42837 0.20118
H -1.03423 0.57330 1.39866
N 2.72719 -0.31562 -0.42934
H 3.61552 0.03875 -0.72850
H 2.72759 -0.66925 0.53825
H 2.15938 -0.50029 -1.26361

Cartesian forces (eV/Å) of the 2 atoms listed first:
-2.0 0.5 -4.1
-3.1 3.1 2.0